No. 1
C3H13NO3S | ωB97M-V/def2-TZVPD

Each line ends with the Mulliken charge.
Atoms and positions in Å:
N  -1.407  0.394  0.782  -0.62
C  -0.135  0.926  0.294  0.36
C  -0.441  1.796  -0.902  -0.91
O  -1.269  2.935  -0.654  -0.55
C  0.736  -0.267  -0.017  -0.62
S  2.499  0.386  -0.104  -0.25
H  -2.132  1.060  1.002  0.11
H  -1.271  -0.244  1.548  0.33
H  0.339  1.563  1.058  0.31
H  -0.931  1.258  -1.724  0.39
H  0.461  2.220  -1.354  0.30
H  -2.151  2.760  -0.973  0.32
H  0.466  -0.619  -1.007  0.36
H  0.890  -1.076  0.677  0.40
H  3.140  -0.749  -0.381  0.12
O  -2.196  -2.086  1.358  -0.66
H  -2.089  -1.652  0.500  0.34
H  -2.425  -3.007  1.220  0.28
O  0.221  -3.057  -0.722  -0.61
H  -0.064  -3.185  0.200  0.30
H  0.179  -4.004  -0.937  0.30

Forces on the atoms, in the same order (eV/Å):
-0.058 -0.439 -0.451
-1.217 0.283 1.411
0.195 0.702 -1.740
0.291 -0.021 0.848
2.025 0.956 -1.379
-0.409 0.345 -0.101
0.298 0.302 0.066
-0.050 0.156 0.349
0.081 -0.029 -0.125
0.213 -0.598 0.327
0.229 -0.262 0.313
-0.257 -0.135 -0.032
0.015 -0.421 0.108
-1.035 0.003 0.470
-0.132 -0.246 -0.065
0.111 -0.355 0.256
-0.100 -0.018 -0.045
-0.141 -0.028 -0.188
-0.422 -1.448 0.804
0.076 0.953 -0.011
0.289 0.299 -0.814

For the energy above the lowest of the compared OMol25 structures with the same formula, charge and spin, the calculation gives 0.977 eV. The SMILES is N[C@H](CO)CS.O.O. The strongest force on any atom comes out at 2.630 eV Å⁻¹. The gap between HOMO and LUMO comes out at 9.1913 eV. The value obtained for the highest occupied orbital energy is -0.32544 Ha.

***

No. 2
C3H13NO4 | ωB97M-V/def2-TZVPD

Each line ends with the Mulliken charge.
Atoms and positions in Å:
O  1.407  -0.597  1.385  -0.54
C  1.450  0.534  0.641  -0.32
C  0.022  1.200  0.634  -0.75
N  -1.026  0.432  -0.129  -0.25
C  -1.697  -0.452  0.743  -0.41
O  -2.883  0.245  1.305  -0.57
H  1.344  -1.364  0.838  0.43
H  2.183  1.204  1.240  0.34
H  1.777  0.394  -0.474  0.18
H  -0.318  1.408  1.560  0.44
H  0.177  2.271  0.239  0.36
H  -1.574  1.166  -0.684  0.29
H  -2.317  -1.179  0.179  0.30
H  -1.032  -0.954  1.616  0.30
H  -2.733  0.689  2.138  0.28
O  0.917  -0.057  -2.647  -0.60
H  0.271  0.181  -2.085  0.34
H  1.422  0.613  -2.936  0.28
O  0.861  -2.257  -0.944  -0.73
H  0.334  -1.462  -0.908  0.25
H  1.416  -2.015  -1.710  0.37

Forces on the atoms, in the same order (eV/Å):
0.242 -1.358 1.474
-0.118 2.655 -0.823
2.038 1.146 -4.036
2.557 2.073 -0.768
-2.705 -0.539 1.541
0.391 -0.428 0.041
0.000 -1.093 -0.801
-1.096 -0.465 -1.490
-0.252 0.163 2.120
-0.923 0.182 3.514
-0.395 -1.535 -0.128
0.256 -2.117 1.424
1.226 -0.208 0.163
-1.337 1.386 -2.460
0.428 0.080 0.299
1.044 -5.518 -1.989
-3.584 1.833 3.093
2.442 3.897 -1.364
0.734 -0.106 -0.390
-0.807 0.349 0.217
-0.141 -0.398 0.362

For the energy above the lowest of the compared OMol25 structures with the same formula, charge and spin, the calculation gives 3.237 eV. The SMILES is OCCNCO.O.O. The strongest force on any atom comes out at 5.958 eV Å⁻¹. The gap between HOMO and LUMO comes out at 10.1898 eV. The value obtained for the highest occupied orbital energy is -0.35347 Ha.

***

No. 3
C3H13NO4 | ωB97M-V/def2-TZVPD

Each line ends with the Löwdin spin population.
Atoms and positions in Å:
O  0.633  0.229  0.007  0.04
C  0.035  0.571  -0.959  0.04
C  -1.555  0.473  -0.884  0.10
C  -1.941  -1.010  -0.703  0.09
N  -1.857  1.254  0.259  0.66
H  0.461  1.075  -1.832  0.01
H  -1.941  0.922  -1.794  0.01
H  -2.964  -1.081  -0.322  0.00
H  -1.208  -1.518  -0.094  0.00
H  -1.943  -1.525  -1.664  0.01
H  -1.240  0.978  1.043  0.01
H  -2.843  1.511  0.375  0.02
H  -0.414  -0.786  3.283  0.00
H  0.226  -0.484  1.881  0.00
O  -0.567  -0.793  2.326  0.00
H  2.825  -1.777  -1.115  0.00
H  2.851  -0.207  -1.114  0.00
O  2.814  -0.998  -1.683  0.00
H  2.728  1.823  1.073  0.00
H  2.633  0.316  0.922  0.00
O  3.269  1.029  0.996  0.00

Forces on the atoms, in the same order (eV/Å):
0.461 -0.018 0.022
-0.956 0.172 0.303
1.384 1.083 -0.835
-0.480 -0.633 -0.301
-0.269 -1.750 -0.381
0.188 -0.292 -0.250
-0.657 -0.047 0.069
0.325 -0.058 0.198
-0.126 0.013 0.577
0.090 0.400 -0.231
-0.620 0.414 0.448
0.466 0.494 0.357
0.121 -0.001 -0.323
0.340 -0.188 0.315
-0.519 0.336 0.015
0.152 0.243 0.047
0.373 -0.691 -0.182
-0.392 0.493 0.093
0.193 -0.011 0.036
-0.037 -0.113 0.135
-0.038 0.155 -0.111

As for the expectation value of S²: 0.76. For the energy above the lowest of the compared OMol25 structures with the same formula, charge and spin, the calculation gives 0.413 eV. The strongest force on any atom comes out at 1.945 eV Å⁻¹. Its net charge is +1. The gap between HOMO and LUMO (spin up / spin down) comes out at 9.8538 / 5.6409 eV. The value obtained for the highest occupied orbital energy (spin up / spin down) is -0.52916 / -0.52907 Ha. Its multiplicity is 2.

***

No. 4
C3H13NO4 | ωB97M-V/def2-TZVPD

Each line ends with the Löwdin spin population.
Atoms and positions in Å:
C  -0.426  0.890  1.660  0.06
N  0.830  0.202  1.933  0.50
C  1.277  -0.719  0.877  0.09
C  0.645  -2.032  1.340  0.06
O  -0.177  -2.569  0.672  0.14
H  -0.543  1.820  2.238  0.00
H  -0.594  1.234  0.636  0.02
H  -1.284  0.366  2.072  0.02
H  1.497  0.978  2.000  0.02
H  2.361  -0.716  0.763  0.00
H  0.926  -0.404  -0.124  0.03
H  1.157  -2.436  2.239  0.02
H  -0.314  -1.679  -1.522  0.00
H  0.954  -2.446  -2.051  0.00
O  0.598  -1.584  -1.791  0.04
H  -2.670  2.306  -0.663  0.00
H  -1.993  1.374  -1.608  0.00
O  -2.867  1.550  -1.237  0.00
H  -0.087  0.534  -2.531  0.00
H  0.427  1.954  -2.072  0.00
O  0.283  1.379  -2.832  0.00

Forces on the atoms, in the same order (eV/Å):
-1.554 0.862 1.629
0.809 2.145 -3.976
-0.145 2.226 1.251
0.498 -1.676 -1.149
-0.043 0.045 0.985
0.872 -0.257 0.126
0.232 -0.832 -0.243
-0.192 -0.714 -0.598
0.606 -0.735 1.323
0.075 -0.459 0.711
-0.532 -0.528 0.399
-0.560 -0.138 -0.104
-0.392 -0.701 -0.087
-0.419 0.189 0.009
0.609 0.469 -0.166
-0.514 -0.039 -0.186
-0.242 -0.034 -0.488
0.769 0.187 0.581
0.448 0.274 -0.087
-0.027 -0.177 -0.089
-0.299 -0.106 0.159

As for the expectation value of S²: 0.76. For the energy above the lowest of the compared OMol25 structures with the same formula, charge and spin, the calculation gives 1.648 eV. The strongest force on any atom comes out at 4.589 eV Å⁻¹. Its net charge is +1. The gap between HOMO and LUMO (spin up / spin down) comes out at 10.2072 / 5.3807 eV. The value obtained for the highest occupied orbital energy (spin up / spin down) is -0.54011 / -0.53956 Ha. Its multiplicity is 2.